Density functional theory data (ωB97M-V/def2-TZVPD) for a molecular structure, C13H23BFeN9.

```
! RIJCOSX wB97M-V def2-TZVPD def2/J DEFGRID3
* xyz 2 2
H 2.67557 3.07382 0.72151
H 2.37929 1.21092 -1.01991
H 0.04472 1.14441 -2.61671
H -0.29821 -3.86306 0.59113
N -0.56688 2.03699 0.74776
N 0.67198 -2.41525 -0.88330
H -1.74877 2.95460 -2.31004
C 1.29037 -3.22520 -1.74921
H 1.52592 0.75827 2.84881
H -3.23340 0.62464 -0.41732
H -1.50490 3.84328 0.10606
N 1.87179 1.29152 -0.14217
H 1.94587 -0.23165 -2.82704
C -0.97439 2.64330 -1.60929
C -2.90181 -0.37968 -0.22031
H 2.51007 -2.78503 -3.54139
Fe 0.09782 0.32292 -0.15472
N -1.53856 -2.01481 0.14720
C 1.63582 -1.14326 -2.33777
N 0.87654 -1.13156 -1.23383
C -3.67883 -1.51557 -0.08616
H 0.30317 3.89086 1.34827
B -0.17772 -2.70179 0.37115
H 0.86889 2.47911 2.20905
H 1.87338 -1.39834 4.43396
N 0.67960 -0.62023 1.47799
C 1.43846 -1.36783 3.45095
C -2.76841 -2.53169 0.14600
N -0.59167 1.22328 -1.82719
C -1.45788 2.79138 -0.17894
H 1.23891 -4.29481 -1.63043
H 0.87271 -3.47601 2.94006
H 2.43752 0.77633 0.53001
H -1.40466 0.67217 -2.09662
C 0.93858 -2.42524 2.71054
H -1.11828 1.77716 1.56212
N 0.49506 -1.95955 1.54140
C 1.75452 2.71805 0.26035
N -1.59740 -0.67971 -0.07347
C 1.92473 -2.45038 -2.70364
H 1.59682 3.31440 -0.63462
H -4.74961 -1.59169 -0.14987
H -2.91771 -3.58639 0.30854
H -0.10395 3.26530 -1.80137
C 0.59062 2.84579 1.22518
C 1.25695 -0.26217 2.63966
H -2.46262 2.39241 -0.07234
*
```

HOMO-LUMO gap (alpha / beta), eV: 9.0 / 7.9
Expectation value of S²: 0.77

---

Density functional theory data (ωB97M-V/def2-TZVPD) for 12 unconnected molecules or ions with the total composition C21H66O12.

```
! RIJCOSX wB97M-V def2-TZVPD def2/J DEFGRID3
* xyz 0 1
H -4.51748 -2.95306 -1.17938
H 0.24874 -2.96101 2.28507
C -3.33801 2.33070 0.42786
H 0.62333 2.18240 4.23764
H -4.13561 3.74046 1.86593
O -3.61700 1.22066 1.27591
H -2.37849 3.56364 1.91063
C 0.86111 -3.86525 2.30074
H 0.17462 4.69676 -3.66395
H 4.09288 -2.19595 4.49052
H -0.37421 0.17855 -5.45062
C -0.40988 0.36060 -4.37356
H 0.92746 2.06504 1.74575
O 1.52442 -3.21897 0.02826
H 2.15960 0.90928 0.07620
C -3.77937 -2.28159 -0.73501
O 0.25388 -0.82955 0.79382
H -1.00717 6.50508 -2.99085
H 3.48576 0.53529 4.42417
C 3.14570 -0.47430 4.64936
H 2.78061 -3.18738 1.68943
O -2.63371 -0.57223 -4.23345
O -0.24393 6.32299 -2.43361
H -3.92766 -3.13861 1.25631
H 1.47641 -1.78564 4.44032
C -0.65836 -3.54676 -3.83421
C -1.86065 0.61113 -4.01059
H -0.05116 3.49378 1.55625
H 3.99293 -1.42853 -3.02088
H 2.66878 3.32136 0.11695
C 3.18228 -2.12913 -2.81853
C -0.37825 -0.57132 -0.42990
H -1.89758 0.66560 4.57213
H -3.82631 0.43074 0.74632
C -0.79286 4.03824 -1.82173
C 3.67484 -3.56890 -2.70479
H 2.42868 -2.01921 -3.59970
H -2.22852 1.41360 -4.66379
O 1.33320 3.99531 3.75109
H 0.18266 -4.69157 2.08297
C 0.29184 3.02569 3.62144
H -0.81773 1.99885 2.10262
O -4.44611 -1.04106 -0.36812
H 3.09416 -0.61754 5.73493
H 1.73963 -0.85460 3.00453
H -2.50319 -2.12178 1.00486
C 0.13298 4.95204 -2.60215
C -3.24458 3.59111 1.25502
H 0.33463 -0.80481 -1.21997
H -1.44977 -3.88381 -3.15409
H 2.33059 -4.76856 0.99700
H -1.80631 3.98272 -2.22797
H -3.02257 -2.06392 -1.49496
C 0.08272 2.60412 2.17803
H -3.21196 4.46331 0.59904
O 2.69980 -4.46696 -2.25109
H -3.01252 -0.66826 4.25466
H 0.20790 1.24015 -4.20071
H 2.28207 -4.09637 -1.45346
O -1.20550 -2.96565 -5.01807
H -2.66524 -3.78545 0.33511
O 4.06019 1.30089 0.94632
H -0.29047 -0.66382 1.58211
O 4.17185 -1.31973 4.10095
H 4.07833 -3.92286 -3.65684
C 1.79171 -0.79621 4.09300
H 2.74848 -1.87010 -1.84894
H -0.04909 -2.82232 -3.28307
H 3.59599 0.65706 -0.95032
H -2.02366 0.96336 -2.98398
H -0.05391 -4.39095 -4.15118
H 2.23409 2.62093 -1.48932
H -4.19498 2.44499 -0.25502
H -1.30418 -1.12607 -0.60753
H 1.13820 4.91190 -2.18339
H -1.32709 -0.97568 4.66272
H -2.29779 0.34988 2.30346
H -0.43914 2.99916 -1.83306
H 1.27485 -3.92998 3.30658
H -0.61792 3.44140 4.04690
H -3.53919 -0.37644 -3.97944
C 1.96285 -3.77820 1.26160
C 2.99925 2.69629 -0.71108
C -3.17187 -2.83405 0.52707
H -0.00200 -0.53182 -3.89997
H -4.78403 -0.64864 -1.18203
H -2.48363 2.19199 -0.24546
H 3.90160 3.04849 -1.20547
O -1.63168 -0.21751 2.73715
H 4.25808 0.37754 1.14399
H 1.09067 -0.05561 4.49103
H -0.69042 0.47314 -0.57226
H 4.56227 -3.58616 -2.05319
H 2.16144 3.63834 3.42063
H -0.83413 4.33993 -0.77559
C -1.98916 -0.32011 4.10030
H -1.65037 -2.14466 -4.75646
H 1.21271 -2.30864 0.20825
C 3.15964 1.28278 -0.16417
*
```

Energy relative to the best compared isomer or geometry (same formula, charge and spin), kJ/mol: 336.3
SMILES: CCO.CCO.CCO.CCO.CCO.CCO.CCO.CCO.CCO.CO.CO.CO
HOMO-LUMO gap, eV: 9.4

---

Number 1: strongest force on any atom 0.00220 Eh/bohr. Number 2: strongest force on any atom 0.02643 Eh/bohr.